[1]
ORCA calculation (the ωB97M-V functional and the def2-TZVPD basis) on 2 unconnected molecules or ions with the total composition C32H36N at a distorted geometry.

```
69
Properties=species:S:1:pos:R:3:forces:R:3
C 3.2495 -0.7071 1.8325 0.1 -0.3 0.1
H -1.1586 0.6634 -0.6466 -0.2 0.0 0.2
C 4.0831 -2.2427 3.5090 -0.3 0.0 -0.3
H -3.6476 -1.0542 -0.4534 0.0 0.2 -0.1
C -1.3121 1.2294 2.0608 1.2 -1.2 0.6
H -2.7152 -0.5857 -1.8738 -0.1 0.0 0.2
C 2.3439 -2.9660 1.9877 -0.1 0.4 -0.1
C -0.8547 -2.8204 -4.1490 0.1 0.2 0.1
H 2.1215 -2.9374 -1.6457 -0.2 0.0 -0.4
C 1.2276 0.7820 -4.1451 -0.1 0.0 0.2
H 3.2591 0.2799 1.3632 0.0 -0.3 0.3
C 0.2416 1.2489 4.5366 -0.1 -0.2 -0.2
C 1.4171 -1.4083 0.2976 0.8 -0.7 -0.7
H -2.4224 2.0962 3.6915 0.2 0.0 -0.3
H -3.1228 2.9342 0.8288 -0.1 -0.2 0.0
C 0.6260 0.3152 3.3734 1.1 0.3 0.3
H -1.5055 -0.7627 0.3240 -0.1 0.2 0.1
C -0.4736 -1.6657 -3.4703 0.2 0.0 -0.2
H 1.6482 0.5669 3.0568 0.0 0.0 0.3
C -4.0836 0.9391 -1.1518 -0.1 0.0 0.0
H 1.4286 -4.9927 -2.8412 -0.2 0.3 -0.1
H 4.7158 -0.1793 3.3105 -0.1 -0.3 -0.1
C -3.1207 -0.2131 -0.9244 0.0 0.0 0.3
N -2.2735 1.0321 1.1042 -0.4 -0.3 -0.5
H -1.0138 -0.7299 -3.6390 0.2 -0.3 0.0
H -4.9359 0.6038 -1.7477 0.1 0.1 0.0
C 1.2704 1.9658 -4.8750 0.0 0.1 0.2
H 1.3310 -0.1761 -4.6594 0.0 0.3 0.2
H 3.2279 -4.2356 3.4779 0.0 0.3 -0.1
H 1.3694 1.9250 -5.9604 0.0 0.0 0.3
C 0.8889 -4.0611 -3.0173 -0.1 0.1 0.0
H -0.6749 3.1797 4.8680 0.0 0.0 -0.2
H 0.8700 2.0924 -1.0011 0.0 0.1 -0.4
C -3.4288 1.9061 1.1021 -0.3 0.7 -0.1
C -1.9428 0.1826 -0.0273 0.0 0.0 -0.4
C 4.0809 -0.9743 2.9189 -0.1 0.1 -0.3
C 1.0779 0.8048 -2.7370 0.2 0.3 -0.3
H 1.0739 4.1938 -2.2955 -0.1 -0.2 -0.2
C 3.2243 -3.2418 3.0275 0.0 0.0 0.0
C 2.3461 -1.6917 1.3670 0.0 0.3 0.6
C 1.0047 2.0585 -2.0862 0.1 0.0 -0.2
H -0.0304 -0.3344 1.3906 -0.3 0.0 0.3
H 0.5923 -2.1246 0.1740 0.4 0.2 -0.2
H 4.7406 -2.4455 4.3541 -0.2 0.0 -0.2
H 2.2043 0.4652 -0.3717 -0.1 -0.5 -0.2
H -1.7665 3.2978 2.5861 0.0 -0.4 0.0
C -0.2342 0.3822 2.1727 -1.4 1.3 -0.1
C 0.6231 -1.6770 -2.5734 -0.5 -0.3 -0.1
H -1.6799 -2.7711 -4.8606 0.2 -0.1 0.3
H 0.6952 -0.7285 3.7251 -0.1 0.2 0.0
H 1.6458 -3.7210 1.6136 0.3 0.2 0.2
C 1.2144 3.2015 -4.2155 0.0 -0.4 0.1
H -3.8360 1.9665 2.1236 0.2 0.0 -0.3
H 1.2796 4.1291 -4.7849 0.0 -0.3 0.2
C -1.5387 2.3357 3.0741 -0.1 0.0 0.6
C 1.0900 3.2390 -2.8212 0.0 -0.2 0.1
H -0.4669 0.7412 5.2041 0.0 0.1 -0.2
H -0.4450 -4.9161 -4.4966 0.1 0.3 0.2
C 1.0740 -0.4298 -1.9549 0.0 0.0 0.6
C 1.2753 -2.9064 -2.3368 0.0 0.0 0.0
C 1.6086 -0.4106 -0.6482 -0.4 0.2 -0.2
C -0.1645 -4.0206 -3.9397 0.2 0.2 0.2
C -0.3539 2.5604 4.0236 0.2 -0.2 -0.1
H 0.4265 3.1247 3.4990 0.0 -0.1 0.0
H -5.2335 2.3304 0.0509 0.0 -0.2 0.0
H 1.1431 1.4520 5.1256 -0.2 0.0 0.0
H -5.1489 0.6966 0.7138 0.0 0.0 -0.2
H -3.5834 1.7407 -1.7083 0.0 0.0 0.0
C -4.5719 1.4690 0.1899 0.1 -0.1 0.1
```
Forces are in eV/Å.

Calculated values
LUMO   -5.24 eV
Net charge   +1
HOMO energy   -9.40 eV

The net atomic charges from Mulliken, expressed in e, are: -0.285, 0.152, -0.486, 0.402, 0.493, 0.112, -0.400, -1.099, 0.497, -0.331, 0.288, -1.044, -0.740, 0.414, 0.382, -0.298, 0.224, -0.106, -0.005, -0.792, 0.431, 0.411, -0.627, 0.280, 0.637, 0.369, -0.809, 0.492, 0.414, 0.412, -0.903, 0.422, 0.313, -0.719, -0.228, -0.451, 0.631, 0.420, -0.717, 1.006, -0.049, -1.272, 0.891, 0.412, 0.459, 0.381, 1.143, -0.015, 0.423, 0.383, 0.423, -0.422, 0.321, 0.401, -0.850, -0.987, 0.335, 0.422, -0.038, -0.065, 0.095, -0.439, -1.061, 0.353, 0.389, 0.401, 0.378, 0.331, -0.903

[2]
ORCA calculation (the ωB97M-V functional and the def2-TZVPD basis) on a molecular structure, C5H10P2 at a distorted geometry.

```
17
Properties=species:S:1:pos:R:3:forces:R:3
C 0.5238 -0.3025 -1.2061 -1.2 3.4 0.7
H -0.8567 2.2690 0.5779 -1.1 -0.7 0.1
H -0.0090 0.6974 -1.4751 1.3 -1.0 0.6
P -0.8059 -0.4438 2.6029 1.3 -0.2 -0.7
C -0.2831 0.0378 1.0694 1.4 -1.5 1.0
H 1.2585 -1.2831 -2.9945 -0.5 0.1 -0.1
H -0.3196 -0.8752 -1.3433 -1.8 -2.1 0.1
P -1.6634 1.0145 0.5012 0.2 1.5 1.0
H -2.4453 1.2612 3.1391 -0.2 1.0 0.1
H 2.3127 -1.1998 -1.6725 0.7 -0.1 0.1
H 1.6963 0.3359 0.4252 2.7 2.3 0.7
C 0.9574 -0.3299 0.2749 -3.7 -2.8 -1.5
C -2.2247 0.6348 2.3049 -0.6 -0.8 -1.2
H 1.3122 -1.3782 0.4527 -0.2 0.9 0.3
C 1.5485 -0.6304 -2.1764 2.5 0.7 -2.1
H -3.0384 -0.0915 2.1866 -0.5 0.5 0.1
H 2.0366 0.2836 -2.6672 -0.5 -1.3 0.8
```
Forces are in eV/Å.

Calculated values
LUMO   0.43 eV
HOMO energy   -8.28 eV

The net atomic charges from Mulliken, expressed in e, are: -0.464, 0.036, 0.199, -0.201, 0.141, 0.346, 0.439, -0.191, 0.450, 0.325, 0.315, -0.298, -0.693, 0.327, -1.216, 0.238, 0.247

[3]
ORCA calculation (the ωB97M-V functional and the def2-TZVPD basis) on 2 unconnected molecules or ions with the total composition C4H3I at a distorted geometry.

```
8
Properties=species:S:1:pos:R:3:forces:R:3
C -1.9205 0.9094 -0.1828 0.4 -0.9 0.6
H 3.6077 -0.1627 2.1984 0.6 -0.2 1.3
C 0.8754 0.4812 0.5803 -1.2 0.4 -0.1
H -1.3120 -0.0545 -0.3026 -1.1 0.9 0.2
I 4.9559 -0.0105 -0.1562 -0.6 0.1 0.5
C 3.3647 0.0618 1.2039 -1.5 0.3 -2.0
C 2.0844 0.2941 0.8633 2.7 -0.4 0.5
H -2.5097 0.7952 0.7996 0.8 -0.2 -0.9
```
Forces are in eV/Å.

Calculated values
LUMO   -2.34 eV
HOMO energy   -8.68 eV

The net atomic charges from Mulliken, expressed in e, are: -0.232, 0.423, 0.469, 0.128, 0.202, -0.605, -0.521, 0.136

[4]
ORCA calculation (the ωB97M-V functional and the def2-TZVPD basis) on a molecular structure, C40H40N2O4S3SiSn at a distorted geometry.

```
91
Properties=species:S:1:pos:R:3:forces:R:3
H -3.2991 -3.9076 2.0651 0.0 0.0 0.0
H 3.1748 0.7409 5.2368 0.0 0.0 0.0
H 1.0860 5.8212 -5.5641 0.0 0.0 0.0
C 4.4968 -2.6267 -0.5494 0.0 0.3 -0.2
H 3.0707 -4.7211 -0.5654 0.0 0.0 0.0
C -5.7914 -1.0120 -1.8751 -0.1 0.0 0.0
C 1.3360 2.6705 -2.4084 0.2 -0.1 0.0
H -5.0422 0.3295 3.9007 0.0 0.0 0.0
C 0.2559 -7.6584 0.9245 0.0 -0.1 0.0
C 0.4844 -8.1315 -0.3594 0.0 0.0 0.1
H -3.5081 0.3614 1.9772 0.0 0.0 0.0
H 0.9507 4.1478 -6.1254 0.0 0.0 0.0
H -4.1372 1.1488 -1.9029 0.0 0.1 0.0
C 0.5746 -0.9109 3.8313 0.1 0.0 0.0
C 0.4477 4.7660 -1.6263 0.0 0.1 0.1
S 0.8064 2.8276 0.2775 1.0 0.0 0.0
H 0.8941 -4.3685 0.4152 -0.1 0.1 0.0
S 1.4857 -4.7631 -2.3779 0.2 -0.1 0.6
H 0.4465 -1.4690 1.7602 0.0 0.0 0.0
H 5.1304 -3.4871 -0.3134 0.1 0.2 0.2
C 0.7428 4.3922 -3.9931 0.0 0.0 0.0
C 3.1510 -4.4554 -1.6171 -0.2 0.2 -0.3
C -2.1234 3.6220 0.1697 -0.1 0.1 0.1
C -3.2775 -1.7717 1.8821 0.5 0.6 -0.1
H 5.1560 -1.7997 -0.8245 0.1 -0.1 0.0
H 4.2578 -2.9348 -2.6826 0.0 0.0 0.1
O 0.5869 3.9084 1.1986 -0.3 0.2 -0.1
H -0.0370 -8.3449 1.7074 0.0 0.0 0.0
H 0.9737 -0.1931 5.8130 0.0 0.0 0.0
H -2.1659 -2.0746 -2.5986 0.0 0.0 -0.1
C -4.5187 -2.9936 3.5678 -0.1 0.0 0.1
H -5.1516 3.3581 -1.3128 0.0 0.0 0.0
H -0.4881 5.0356 -5.6064 0.0 0.0 -0.1
O 0.6761 -3.5319 -2.1997 0.0 0.2 0.0
H 4.0266 0.5648 2.9135 0.0 0.1 0.0
H 4.4740 -2.0135 1.5144 -0.1 0.0 0.1
C 3.6569 -3.0194 -1.7752 -0.3 -0.2 0.2
H 2.8119 -2.3435 -1.8799 -0.2 0.1 0.0
H 0.3525 -9.1815 -0.5825 0.0 0.0 0.0
C 3.0705 0.1335 3.1831 0.1 0.0 0.0
H -4.8070 -3.9403 4.0082 0.0 0.0 0.0
C -3.7882 -0.5891 2.4215 0.1 0.1 0.0
C -5.3735 -1.1772 -3.1878 0.0 0.0 0.0
H -0.4000 -1.3126 4.0756 0.0 0.0 0.0
C -1.6508 2.3460 -0.1740 -0.5 0.3 0.0
H 1.0515 -7.6001 -2.3710 -0.1 0.0 0.0
C 2.5887 0.2396 4.4782 0.0 -0.1 0.0
H 3.0205 -2.9445 1.0456 -0.2 0.2 0.1
C -4.6507 -0.6010 3.5079 0.0 0.0 0.0
H 1.7651 1.7012 -2.1862 -0.1 -0.1 0.0
C 3.7446 -2.1954 0.7236 0.0 0.3 -0.8
C 0.7852 -5.4275 0.2172 -0.1 0.1 0.1
H 0.2133 -5.9440 2.2146 0.0 0.0 0.0
C 0.8605 -7.2506 -1.3642 0.1 0.1 0.0
C 0.5722 4.8724 -5.4071 0.0 0.0 0.1
H -6.0636 -1.0193 -4.0067 0.0 0.0 0.0
C -3.5754 -1.5615 -1.0636 0.4 0.2 0.0
C 1.0065 -5.9063 -1.0634 0.0 -0.2 -0.4
C -4.0628 -1.5540 -3.4455 0.0 0.0 -0.1
N -2.3891 1.5057 -0.9070 0.2 -0.1 0.2
C -3.6637 -2.9725 2.4756 0.1 -0.1 -0.1
C 1.3453 -0.2877 4.8016 0.0 0.0 0.0
H 3.8020 -5.1737 -2.1172 0.1 -0.1 0.1
H 0.0186 6.2198 -3.1338 0.0 0.0 0.0
O 1.6446 -0.8751 -0.2829 -0.1 -0.1 -0.1
S 2.8749 -0.5494 0.5292 0.2 -1.2 0.6
H 1.5270 2.4710 -4.5319 0.0 0.0 0.0
H -2.0084 -3.2043 0.1423 0.6 0.1 0.0
C -3.3929 3.9811 -0.2240 0.0 -0.1 -0.1
C 1.2316 3.1185 -3.7157 0.0 0.1 0.1
Si -2.2205 -1.7265 0.2858 -1.3 -0.9 0.1
C 2.2992 -0.5035 2.2241 0.1 0.3 0.0
H -5.2409 -1.0579 0.1919 0.0 0.0 0.0
H -5.6871 -1.8162 4.9381 0.0 0.0 0.0
O 2.0123 2.0698 0.5044 -0.1 -0.5 -0.2
Sn -0.4847 -0.2252 -1.0865 -0.2 0.7 0.0
C 0.3780 5.2185 -2.9327 0.0 -0.1 0.0
C 1.0542 -1.0173 2.5346 -0.2 -0.1 -0.1
H 0.1491 5.3875 -0.7937 0.0 0.1 0.0
C 0.9210 3.4895 -1.3711 -0.3 0.1 0.3
H -3.7963 4.9441 0.0620 0.0 0.0 0.0
C -4.1574 3.0979 -0.9805 -0.1 0.1 0.0
H -3.7276 -1.7043 -4.4645 0.0 0.0 0.0
C -5.0164 -1.8070 4.0885 0.0 0.0 0.0
C -4.8999 -1.1954 -0.8273 0.0 0.0 0.1
C -3.1809 -1.7485 -2.3933 0.0 0.0 0.1
N -0.4374 1.8135 0.1804 0.7 -0.6 0.0
C -3.6049 1.8784 -1.3042 -0.2 -0.2 -0.2
H -1.4964 4.2811 0.7482 -0.1 0.0 0.1
H -6.8180 -0.7365 -1.6669 0.0 0.0 0.0
C 0.4096 -6.3096 1.2157 -0.1 0.1 -0.1
```
Forces are in eV/Å.

Calculated values
LUMO   0.41 eV
HOMO energy   -7.20 eV

The net atomic charges from Mulliken, expressed in e, are: 0.451, 0.406, 0.358, -1.192, 0.402, -0.744, -0.355, 0.411, -0.489, -0.528, 0.416, 0.350, 0.359, -0.704, -0.336, 0.975, 0.704, 0.072, 0.088, 0.447, 1.026, -0.876, -0.549, 0.200, 0.399, 0.436, -0.749, 0.390, 0.403, 0.468, -0.568, 0.439, 0.320, -0.348, 0.411, 0.561, 0.036, -0.027, 0.381, -0.667, 0.370, -0.271, -0.472, 0.522, 0.554, 0.422, -0.679, 0.249, -0.587, 0.632, -0.503, -0.355, 0.469, -0.388, -1.475, 0.368, 0.433, 0.313, -0.813, 0.212, -0.585, -0.540, 0.406, 0.397, -0.286, 0.261, 0.340, -0.416, -0.605, -1.045, 1.137, 0.582, 0.292, 0.355, -0.713, 0.658, -0.715, -0.035, 0.461, -0.037, 0.437, -0.895, 0.408, -0.505, -0.548, -0.114, -0.291, -0.434, 0.764, 0.394, -0.907

[5]
ORCA calculation (the ωB97M-V functional and the def2-TZVPD basis) on CF2N2 in the gas phase at a distorted geometry.

```
5
Properties=species:S:1:pos:R:3:forces:R:3
N 0.7784 0.0757 -0.1341 -0.5 -0.9 0.4
F -1.3249 -1.1122 -0.0702 2.2 1.5 0.0
F -1.3603 1.0695 -0.0445 1.4 -0.4 -0.1
C -0.5378 0.0187 0.1508 -0.9 -0.6 0.1
N 1.9287 -0.0457 -0.0120 -2.3 0.4 -0.4
```
Forces are in eV/Å.

Calculated values
LUMO   -0.62 eV
HOMO energy   -9.06 eV

The net atomic charges from Mulliken, expressed in e, are: 0.314, -0.195, -0.187, 0.405, -0.337

[6]
ORCA calculation (the ωB97M-V functional and the def2-TZVPD basis) on 2 unconnected molecules or ions with the total composition C7H15NO.

```
24
Properties=species:S:1:pos:R:3:forces:R:3
H 0.6544 1.6303 -3.0438 -0.1 0.1 -0.1
C 0.2348 -0.3126 1.7850 -0.1 -0.2 0.2
C -0.9136 1.6997 0.9288 0.0 0.1 0.0
C 0.4894 -0.0595 -1.7775 -0.3 0.2 -0.2
H -0.0431 2.2832 1.1782 0.2 0.1 0.0
H 0.6171 2.0230 -1.3335 0.0 0.2 0.1
H 0.7206 -2.2386 2.2549 0.0 0.2 -0.3
H 2.0823 1.3507 -2.0635 0.3 0.0 0.0
H -1.8794 -1.3391 0.3092 -0.1 0.0 0.0
O 1.4634 0.2578 1.3844 0.3 0.3 0.1
C -2.1579 -0.4468 0.8660 -0.1 0.1 0.0
C 1.0014 1.3148 -2.0604 -0.2 0.0 -0.1
H -1.7477 2.2309 0.5023 -0.2 0.0 -0.1
C -0.9564 0.3958 1.1500 0.1 -0.2 0.1
C 1.1557 -1.1727 -2.0230 0.3 -0.2 0.1
H 0.1863 -0.1518 2.8733 0.0 -0.1 -0.3
H 0.5722 -1.9586 0.6434 -0.1 0.0 0.1
N 0.1765 -1.7412 1.5531 0.1 -0.3 0.4
H -2.9016 0.1203 0.3111 -0.1 0.0 0.0
H -0.5331 -0.1088 -1.4129 0.1 -0.1 0.0
H 2.1700 -1.1596 -2.4034 0.1 0.1 0.0
H 0.7313 -2.1450 -1.8477 -0.2 -0.2 0.0
H -2.5972 -0.7814 1.8060 -0.1 -0.1 0.0
H 1.4747 0.3091 0.4196 -0.1 -0.1 0.1
```
Forces are in eV/Å.

Calculated values
LUMO   0.99 eV
SMILES   C=C(C)[C@@H](N)O.C=CC
HOMO energy   -9.29 eV

The net atomic charges from Mulliken, expressed in e, are: 0.350, -0.190, -1.285, -0.055, 0.402, 0.218, 0.262, 0.333, 0.329, -0.618, -1.285, -0.978, 0.336, 0.861, -0.722, 0.439, 0.163, -0.530, 0.384, 0.294, 0.233, 0.360, 0.383, 0.315